C39H104BO25 | wB97M-V/def2-TZVPD

Output
**LUMO energy (spin up / spin down)**: 3.5 / 3.5 eV

The geometry in ORCA input format:
```
! wB97M-V def2-TZVPD RIJCOSX def2/J DEFGRID3
* xyz -2 2
O -2.2258 1.5107 2.3304
C -1.4247 1.0903 1.5120
O -0.1714 0.8282 1.6697
B 0.3825 0.2487 0.4482
O -0.6735 0.2985 -0.5561
C -1.7789 0.7449 0.0226
O -2.8988 0.8943 -0.5232
O 0.7267 -1.1445 0.6850
C 1.9331 -1.3899 0.3455
O 2.4167 -2.5212 0.3190
C 2.5984 -0.0260 -0.0277
O 1.6645 0.8309 0.0002
O 3.7729 0.1083 -0.3479
C -6.4207 1.0480 -0.3596
O -5.4589 2.0441 -0.7100
H -6.1366 0.6360 0.6087
H -7.4783 1.2817 -0.2371
H -6.3194 0.2045 -1.0426
H -4.5916 1.6369 -0.6510
C 7.0165 -0.5015 -1.8658
O 7.8472 -1.3180 -1.0586
H 7.1304 -0.8052 -2.9065
H 5.9560 -0.5831 -1.6275
H 7.3093 0.5484 -1.8567
H 8.6772 -1.3266 -1.5410
C 3.4634 -4.3503 3.1390
O 3.4715 -4.5595 1.7013
H 4.0055 -5.1267 3.6789
H 3.9516 -3.3820 3.2490
H 2.4390 -4.2856 3.5058
H 2.9884 -3.7917 1.3872
C 4.0482 -0.0859 -3.9607
O 5.1502 -0.7373 -4.5615
H 4.3289 0.9094 -3.6162
H 3.2216 0.0182 -4.6636
H 3.5884 -0.6440 -3.1451
H 5.5399 -0.1424 -5.2063
C -1.4457 2.5983 5.0507
O -1.3841 2.8390 6.4043
H -1.4006 3.5470 4.5158
H -0.5490 2.0161 4.8387
H -2.2879 1.9403 4.8368
H -2.1014 3.4172 6.6743
C 1.4453 -5.2734 -0.6677
O 2.6673 -5.8167 -0.9273
H 0.6813 -5.7414 -1.2885
H 1.0904 -5.3604 0.3593
H 1.4154 -4.2419 -1.0186
H 2.5615 -6.0690 -1.8475
C 3.4216 3.6673 -1.6835
O 2.8298 4.2623 -2.8249
H 4.2861 3.0711 -1.9754
H 3.7916 4.4924 -1.0749
H 2.7695 3.0641 -1.0519
H 2.4953 3.5220 -3.3364
C -5.1885 2.0671 3.5003
O -6.3990 1.4061 3.1784
H -5.4557 3.0538 3.8786
H -4.6463 1.5422 4.2868
H -4.5150 2.2743 2.6687
H -6.9743 2.0386 2.7419
C -4.1341 0.2929 -3.6451
C -5.2404 0.9705 -4.3921
C -4.7640 1.8574 -5.5273
O -6.0765 -0.0182 -4.8517
H -4.4531 -0.3000 -2.7879
H -3.5033 1.0909 -3.2536
H -3.5557 -0.2977 -4.3556
H -5.8104 1.5094 -3.6352
H -4.2095 1.3845 -6.3379
H -4.0979 2.6211 -5.1258
H -5.5879 2.3452 -6.0482
H -6.5613 -0.4626 -4.1524
C 1.4560 0.2700 5.6854
C 1.8029 -0.5500 4.4046
C 3.2272 -0.4184 3.8642
O 1.4744 -1.9105 4.7569
H 0.4302 0.0400 5.9733
H 1.6641 1.2968 5.3846
H 2.0566 -0.1182 6.5080
H 1.0981 -0.2088 3.6464
H 3.9345 -0.5408 4.6844
H 3.4429 0.5084 3.3326
H 3.3324 -1.2495 3.1668
H 0.5295 -2.0076 4.8955
C 0.4387 2.0229 -2.8471
C 0.3887 2.2521 -4.3896
C -0.3728 3.4916 -4.7687
O 1.7782 2.5063 -4.6951
H 0.7368 2.9056 -2.2812
H 1.1435 1.2275 -2.6048
H -0.5373 1.6762 -2.5075
H 0.0217 1.4187 -4.9887
H -0.1452 4.3992 -4.2095
H -1.4200 3.2984 -4.5359
H -0.3502 3.7455 -5.8285
H 1.8928 2.4713 -5.6476
C 0.5034 -1.8505 -4.3306
C -0.0844 -2.4352 -3.0521
C -1.5276 -2.1195 -2.8155
O -0.0367 -3.8492 -3.1561
H 1.3663 -2.4208 -4.6747
H 0.8077 -0.8053 -4.2760
H -0.1829 -1.9098 -5.1753
H 0.5368 -2.1062 -2.2191
H -2.1931 -2.7455 -3.4099
H -1.6353 -1.0677 -3.0805
H -1.8107 -2.1086 -1.7629
H -0.5704 -3.9949 -3.9407
C 4.6227 -3.1575 -2.2376
C 5.3314 -4.4688 -1.8567
C 6.7664 -4.6151 -2.2049
O 5.1106 -4.5633 -0.4589
H 4.7448 -2.3828 -1.4805
H 3.5465 -3.3304 -2.2265
H 4.9166 -2.7512 -3.2054
H 4.8621 -5.2525 -2.4515
H 6.9482 -4.4334 -3.2641
H 7.0721 -5.6567 -2.1058
H 7.4065 -3.9632 -1.6105
H 5.5142 -3.7809 -0.0760
C -2.8928 4.7337 1.2842
C -2.3232 6.1678 1.2612
C -2.0904 6.6411 -0.1422
O -3.2019 6.9762 1.9191
H -3.0605 4.3821 2.3022
H -2.2773 4.0033 0.7591
H -3.8297 4.6114 0.7407
H -1.3820 6.1406 1.8103
H -1.6414 7.6342 -0.1288
H -3.0036 6.7182 -0.7324
H -1.5312 5.9435 -0.7657
H -2.7112 7.5640 2.4980
C -0.3258 -5.1818 3.3890
C -1.4011 -4.9292 2.3335
C -1.0712 -3.6504 1.5346
O -1.3649 -5.9521 1.3330
H -0.8124 -5.7398 4.1889
H 0.1446 -4.2502 3.7035
H 0.5017 -5.8215 3.0821
H -2.3625 -4.8459 2.8404
H -0.0759 -3.5549 1.1007
H -1.1820 -2.7871 2.1907
H -1.7726 -3.5764 0.7035
H -1.3605 -6.8075 1.7688
C 1.1035 4.7499 1.3004
C 1.9405 4.5182 2.6027
C 2.0022 3.1003 3.1599
O 3.2282 4.8353 2.2099
H 1.1205 5.8097 1.0465
H 0.0504 4.4780 1.3728
H 1.5319 4.2412 0.4368
H 1.5689 5.1515 3.4082
H 0.9797 2.8950 3.4769
H 2.6976 3.1697 3.9964
H 2.2490 2.3193 2.4408
H 3.3159 5.7673 1.9975
C -4.1320 -1.0032 1.8012
C -5.2906 -1.8527 2.1696
C -4.9858 -3.3537 2.1822
O -5.5908 -1.5801 3.5468
H -3.9837 -1.1578 0.7325
H -3.1831 -1.2822 2.2593
H -4.2534 0.0594 2.0116
H -6.1279 -1.5953 1.5210
H -4.3273 -3.7572 2.9514
H -4.6190 -3.6770 1.2080
H -5.9285 -3.8598 2.3901
H -5.5409 -0.6237 3.6134
*
```